Density functional theory data (the ωB97M-V functional and the def2-TZVPD basis) for 12 unconnected molecules or ions with the total composition C49H67F5O17S2 in a non-equilibrium geometry.

Summary:
Energy = -4481.93155 Eh
Multiplicity = 1
Largest force on an atom = 0.11819 hartree/bohr

Each line ends with the Löwdin charge.
Cartesian coordinates (Å):
H 22.026 35.232 9.760  0.0708
H 16.775 30.525 15.533  0.0964
C 17.510 26.422 7.453  -0.6420
C 15.454 34.069 15.364  -0.2340
F 15.906 35.192 16.067  0.0168
H 18.870 30.621 10.786  0.0186
H 23.504 30.942 9.560  0.0988
C 27.241 31.604 10.081  -0.0567
O 25.338 34.857 11.832  -0.0150
C 20.036 27.231 17.084  -0.0408
H 21.917 32.920 11.041  0.0464
C 14.665 33.148 15.980  -0.0296
H 18.958 27.075 17.064  0.0874
C 18.681 36.046 11.768  -0.0848
H 25.445 35.730 13.697  0.1029
H 20.209 27.446 18.138  0.0878
H 16.657 36.122 11.328  0.1004
H 20.180 32.515 15.516  0.0617
H 20.813 35.503 14.153  0.0936
C 20.004 30.700 5.046  -0.2679
H 15.775 32.518 12.369  0.0998
H 20.910 31.753 10.150  0.0252
H 21.134 32.410 17.058  0.0979
H 20.230 33.289 10.490  0.0323
C 17.754 37.519 10.075  -0.0827
H 16.640 34.552 13.699  0.0922
O 19.385 29.814 17.904  0.0914
H 17.821 29.436 8.680  0.0959
C 19.021 36.035 16.986  -0.0756
H 23.005 34.791 8.355  0.0802
H 19.371 33.857 8.015  0.0750
H 25.032 31.015 7.606  0.0991
C 22.865 26.797 9.938  -0.0134
H 14.140 31.023 13.516  0.1052
H 25.618 33.845 13.655  0.0977
H 26.809 34.873 13.047  0.0915
H 21.723 25.524 12.768  0.1145
C 18.771 34.626 8.502  -0.0457
F 21.359 37.921 10.125  0.0332
C 22.044 27.923 9.726  -0.0456
C 21.344 35.807 17.479  -0.0485
O 20.164 31.389 7.751  -0.5904
O 19.582 33.290 13.143  -0.5743
C 19.972 29.653 16.833  -0.5387
H 20.773 38.035 5.915  0.0934
O 18.917 37.336 6.341  0.0272
C 20.576 35.686 15.191  -0.0072
H 19.199 38.781 9.022  0.1202
O 17.026 28.487 14.956  -0.0341
H 20.012 29.610 5.031  0.0503
O 24.083 34.855 10.121  -0.0082
H 17.937 34.168 9.035  0.1032
H 18.403 28.803 7.178  0.0963
H 22.090 28.515 8.824  0.0974
H 16.256 29.378 16.716  0.0983
C 20.101 37.489 10.470  -0.2308
F 22.839 35.287 15.718  0.0465
H 18.267 27.410 11.138  0.0688
C 16.831 28.338 13.565  -0.4867
H 20.592 26.374 16.703  0.0941
F 24.270 31.329 12.146  0.0602
H 20.268 33.550 5.638  0.0479
C 20.904 32.539 10.905  -0.2489
C 17.599 26.860 11.801  -0.0314
H 20.364 27.660 12.724  0.1028
C 25.030 31.297 11.028  -0.2852
H 26.692 31.555 12.237  0.1149
F 23.607 24.916 11.200  0.0594
C 20.353 31.966 16.442  -0.0385
O 20.482 30.589 16.021  0.0090
H 14.352 33.244 17.009  0.1209
O 23.205 35.475 12.183  0.1206
C 23.011 35.330 9.302  -0.0287
H 19.391 39.004 5.310  0.0996
H 22.166 35.584 18.142  0.1218
H 21.798 33.685 6.537  0.0345
H 16.948 38.041 9.581  0.1116
H 17.989 36.145 17.286  0.0912
C 17.595 36.594 11.077  -0.0974
C 19.972 36.458 11.445  -0.0021
H 19.964 36.315 18.909  0.1076
H 28.299 31.782 10.203  0.0963
H 17.007 23.948 6.241  0.0872
C 24.549 31.168 9.717  -0.0256
H 19.278 35.070 9.358  0.0640
H 20.868 36.027 11.866  0.0854
H 18.425 35.821 14.966  0.0855
C 18.144 28.514 8.196  -0.0323
H 18.996 28.205 8.800  0.0845
C 21.569 35.535 16.135  -0.2662
H 17.973 32.138 10.920  0.0510
H 19.001 31.127 5.042  0.0613
C 16.324 24.791 6.135  -0.0390
C 25.728 34.817 13.173  -0.0478
S 20.973 31.327 6.438  0.8456
C 18.509 31.375 11.485  -0.2043
C 15.379 32.791 13.336  -0.0696
H 16.580 25.187 5.152  0.0919
C 16.328 29.537 15.640  -0.0453
H 20.434 29.034 10.816  0.0719
H 23.224 36.374 9.070  0.0987
H 16.591 26.818 11.389  0.1010
C 21.030 27.440 11.902  -0.0682
C 20.095 36.015 17.879  -0.1084
H 23.773 26.565 9.401  0.1138
C 19.024 38.016 9.764  -0.0209
C 26.356 31.512 11.211  -0.0143
C 14.534 31.932 13.948  -0.1190
H 19.459 32.362 16.925  0.0936
H 15.361 24.285 6.061  0.0881
C 19.782 37.999 5.462  -0.0509
O 17.249 27.472 8.069  0.0478
O 16.342 25.799 7.185  0.0012
S 20.032 32.013 12.394  0.8856
C 25.376 31.150 8.621  -0.0786
C 15.858 33.896 14.051  0.0087
C 24.086 35.072 11.452  -0.5772
O 20.391 28.421 16.358  -0.0405
C 14.208 32.052 15.291  -0.0972
C 21.816 26.268 11.991  -0.0067
O 18.609 26.032 7.037  0.0959
C 22.778 25.977 11.056  -0.2876
H 27.499 31.602 8.020  0.0959
H 20.450 31.108 4.139  0.0475
C 21.224 33.069 5.845  -0.2410
C 19.420 36.346 7.037  -0.6113
O 16.098 28.968 12.806  0.0943
C 19.274 35.880 15.631  -0.0684
H 19.981 37.567 4.481  0.0975
C 21.144 28.221 10.768  -0.1077
H 18.439 35.372 12.577  0.0628
H 18.022 25.856 11.842  0.1001
H 21.563 33.122 4.811  0.0513
H 17.926 30.955 12.304  0.0264
C 26.750 31.446 8.783  -0.0843
O 18.487 35.689 7.657  0.0205
O 17.676 27.362 13.144  -0.0283
H 15.305 29.487 15.266  0.0774
O 20.617 36.005 7.097  0.0713
H 13.563 31.324 15.761  0.1115

Density functional theory data (the ωB97M-V functional and the def2-TZVPD basis) for 7 unconnected molecules or ions with the total composition C49H70BrFN2O17 in a non-equilibrium geometry.

Summary:
Energy = -5971.47781 Eh
Multiplicity = 1
Largest force on an atom = 0.04445 hartree/bohr

Each line ends with the Löwdin charge.
Cartesian coordinates (Å):
C -5.185 -3.221 -2.108  -0.1419
H -2.985 1.312 0.754  0.1217
C -0.639 3.278 -1.773  -0.6877
C 5.200 -1.098 -2.013  -0.1380
H -1.180 2.595 -1.127  0.0660
H 0.625 2.241 2.404  0.0815
H -0.226 2.999 -3.921  0.0476
C 2.493 -1.420 -2.222  -0.3185
N 3.095 -0.388 -3.047  0.0099
C 2.518 1.354 5.182  -0.1978
O 2.516 -2.610 -2.406  0.1518
H -4.380 -10.107 -2.858  0.1270
H -2.127 8.152 -2.881  0.1276
C 2.075 0.634 -3.044  -0.2999
C -0.432 2.573 -7.004  -0.4668
H -1.715 3.256 0.679  0.0495
C 1.614 0.681 -1.596  -0.0315
O 0.497 -3.023 0.779  -0.1248
C -0.011 1.822 -9.124  -0.1582
H -4.957 -3.994 0.633  0.1392
H -2.017 -9.523 -2.576  0.1169
H -4.269 -8.648 -3.859  0.1223
H 7.474 6.808 6.672  0.1300
O 1.674 1.219 -4.020  0.1416
H -0.116 0.448 2.758  0.0822
H 5.531 -1.871 -0.059  0.0591
H 2.108 1.382 -8.777  0.1160
H -2.071 8.917 -6.708  0.1225
H -4.013 -12.632 3.873  0.1246
H 0.321 2.804 4.747  0.0837
C -4.448 -8.189 -0.754  -0.4963
O -2.923 -2.025 0.178  0.0955
H 2.243 -2.316 1.647  0.1157
C -3.850 -11.096 2.369  -0.4859
C 0.751 1.375 0.476  -0.0911
C -5.763 -11.334 3.741  -0.1552
O -4.239 -2.250 -1.617  0.0451
C 5.744 5.553 7.124  -0.1639
H -3.379 -4.712 0.202  0.1287
H -5.142 -3.249 -3.194  0.1261
H 1.331 3.845 -0.904  0.0935
C 1.523 -0.911 0.173  -0.0880
C 3.949 4.009 3.046  0.0197
H -1.580 3.102 2.391  0.1197
H -3.220 9.213 -5.391  0.1255
C 5.732 7.922 7.201  -0.4893
C -2.158 1.299 1.465  -0.1808
O -0.129 10.186 -3.184  0.1235
C -2.190 8.938 -5.627  -0.1594
C 0.195 2.429 1.423  -0.1121
H -3.745 -10.979 4.496  0.1322
H -1.582 0.398 1.259  0.0961
H -2.389 -7.802 -2.659  0.1145
O -5.008 -7.728 0.196  0.1072
H 6.209 6.820 5.410  0.1212
H -0.225 0.752 -9.186  0.1262
H -3.978 -5.001 -2.070  0.1194
H 1.693 3.095 -8.800  0.1175
C 0.987 0.103 0.961  -0.1035
H 1.138 4.190 4.070  0.0943
H -6.187 -2.912 -1.804  0.1290
H 3.526 0.947 5.132  0.1251
H -0.935 7.193 -5.514  0.1190
C 0.870 3.047 -1.481  -0.1650
H 2.623 0.458 2.825  0.1111
H 4.816 3.511 2.610  0.0916
C 4.388 0.075 -2.536  -0.1636
H 1.442 3.785 5.785  0.0987
C -4.257 -11.582 3.745  -0.0733
O -0.970 2.427 -8.240  0.0283
C -1.774 7.631 -4.970  -0.1555
C -0.818 9.507 -3.885  -0.4872
O -1.056 2.977 -6.066  0.1116
H 1.064 1.117 -6.570  0.1227
H -5.580 -5.250 -1.379  0.1157
H 2.293 -1.243 3.346  0.0958
N 2.360 2.534 4.314  -0.1388
H -0.502 7.483 -3.208  0.0859
H 1.614 -0.635 5.381  0.1124
H -6.838 -10.133 2.268  0.1273
C -1.305 8.101 -3.597  -0.1024
F -2.704 1.118 2.743  -0.0690
H 1.359 3.010 -2.456  0.1004
H 1.638 2.801 -6.448  0.1239
H 6.255 5.965 9.208  0.1247
H -0.112 2.258 -10.116  0.1229
H -1.434 1.892 -3.185  0.0922
C 1.547 0.248 4.745  -0.1567
H 0.604 3.388 1.088  0.1071
H 2.286 1.613 6.223  0.1205
O -0.269 -2.711 -0.372  -0.0179
H 3.133 3.924 2.326  0.0690
O -2.817 -11.315 1.803  0.1161
C 1.740 -2.323 0.685  -0.1092
C 1.068 1.681 -0.856  -0.0940
C -3.019 -8.686 -0.797  -0.0665
C 1.011 2.113 -7.008  -0.0818
H -2.572 6.892 -4.938  0.1170
C 5.693 -1.051 -0.756  0.0108
H 4.165 5.063 3.210  0.0855
H 2.370 -2.840 -0.044  0.1180
H -6.185 -11.144 4.726  0.1155
H 0.529 0.638 4.773  0.0964
H 6.265 -0.187 -0.422  0.0632
O 5.147 7.475 8.341  0.0246
C -2.749 -8.768 -2.297  -0.1510
C 1.855 -0.600 -1.105  -0.0280
C -5.887 -10.149 2.795  -0.1497
H 4.924 0.594 -3.342  0.1236
O 4.259 3.389 5.329  0.0822
H -5.750 -9.193 3.303  0.1305
C 6.401 6.769 6.478  -0.0720
C -3.684 -2.689 -0.473  -0.4618
C 0.641 -0.249 2.416  -0.1157
H -1.079 -2.318 0.001  0.0590
H 5.415 -1.945 -2.658  0.1133
O 5.725 9.070 6.871  0.1217
Br -1.077 5.134 -1.321  0.7341
H 4.827 5.308 6.595  0.0912
C 3.575 3.303 4.328  -0.4622
O -5.044 -8.373 -1.959  0.0190
C 1.249 3.372 4.790  -0.0529
C 1.921 -0.222 3.305  -0.1459
H -2.351 -7.989 -0.298  0.1283
C -1.038 2.909 -3.215  -0.1235
C 5.417 6.073 8.515  -0.1545
H -2.974 -9.666 -0.316  0.1165
C -4.765 -4.536 -1.473  -0.1539
C -4.137 -9.043 -2.854  -0.1541
H -6.276 -12.200 3.318  0.1178
C 1.345 2.106 -8.497  -0.1548
H 4.543 5.589 8.945  0.1234
H 4.282 0.795 -1.716  0.1235
H -1.891 3.533 -3.477  0.0589
H 6.370 4.663 7.133  0.1180
O -1.314 9.935 -5.074  0.0228
H 0.180 -1.238 2.370  0.1226
O -4.821 -10.316 1.845  0.0157
C -1.343 2.591 1.452  -0.1370
C -4.190 -4.075 -0.139  -0.0580

Density functional theory data (the ωB97M-V functional and the def2-TZVPD basis) for 6 unconnected molecules or ions with the total composition C49H71BrN9O12S2 in a non-equilibrium geometry.

Summary:
Energy = -6675.47159 Eh
Multiplicity = 1
Largest force on an atom = 0.06671 hartree/bohr
Total charge = +1

Each line ends with the Löwdin charge.
Cartesian coordinates (Å):
C -7.050 2.355 -0.592  -0.0311
O -4.996 -3.538 4.135  0.1026
C -1.882 -5.504 -0.784  -0.0592
H 0.799 -2.625 1.948  0.0468
C -3.753 6.593 2.674  -0.1532
C 3.989 5.162 -0.437  -0.2098
N -5.623 0.403 -1.085  -0.0754
H -7.653 -6.743 4.847  0.1242
C 0.135 -0.816 -5.364  -0.1008
H -0.061 -3.053 -5.747  0.1220
H -2.186 -1.501 -2.331  0.0474
H 1.530 -0.072 0.938  0.1118
H -6.054 -2.118 2.646  0.0876
H 5.616 0.053 -4.383  0.1030
N 4.331 8.029 -0.798  0.0985
H -2.429 -2.779 -0.131  0.1223
C -4.638 0.949 2.479  -0.0661
C 3.553 0.094 1.590  -0.1826
H 7.283 6.823 -0.645  0.0392
H 1.321 -1.927 -1.757  0.1250
C -0.383 -0.628 -1.534  -0.2139
H 4.154 0.973 1.851  0.1255
H 6.088 0.847 -6.527  0.1155
H -1.349 -6.440 -0.930  0.1291
H 3.136 5.469 0.187  0.1120
O 3.954 -3.735 5.244  -0.0061
H 4.837 1.264 -2.482  0.1021
H -2.541 -5.306 -1.631  0.1338
C 2.452 0.367 0.541  -0.0911
C -2.896 4.397 2.885  -0.4900
H -5.154 5.419 1.478  0.1255
C -4.777 1.213 1.142  -0.0756
H -6.431 -7.425 2.497  0.1187
H -2.239 5.736 1.359  0.1295
H -4.478 -5.961 2.721  0.1085
C -5.696 -1.168 2.269  -0.0578
C 3.715 2.872 -1.585  -0.1683
H -0.013 -0.282 -6.302  0.0989
N 1.412 -0.437 -3.211  0.0683
C -1.774 -3.463 0.418  -0.1567
H 6.565 -3.959 7.242  0.1179
H 4.932 -3.749 7.870  0.1209
H 5.231 3.432 -0.178  0.1150
H -4.153 1.664 3.140  0.0963
H -1.164 -2.885 1.108  0.1012
H -5.717 5.763 3.124  0.1276
N 3.080 0.436 -1.725  -0.0425
C 2.462 0.372 -2.893  -0.2563
C 5.122 -3.123 5.821  -0.1575
N 5.163 5.899 0.090  0.0150
H 3.652 3.306 0.583  0.1071
H 0.156 -2.165 -3.053  0.1168
C -4.470 0.073 -1.838  -1.0426
Br 2.017 1.514 -6.673  0.8997
H 4.081 3.395 -2.476  0.1170
H 5.992 5.322 0.081  0.1023
C -5.406 0.272 0.347  -0.3027
O 7.001 1.553 -4.002  0.0017
C 5.509 -4.021 6.985  -0.1537
O 3.087 -5.805 5.151  0.1280
H -7.515 -6.037 2.577  0.1184
H 5.849 -5.886 5.904  0.1330
H 3.063 -2.285 1.857  0.1184
C -4.841 5.544 2.518  -0.1477
H 0.022 0.384 -1.413  0.1095
C 7.880 2.202 -4.825  -0.4744
H 0.653 -1.000 2.696  0.0762
H 8.107 2.007 -6.963  0.1286
C -6.651 -6.525 4.484  -0.1523
C 8.123 1.377 -6.079  -0.0645
H 2.034 -3.404 -6.241  0.0692
H 4.879 -2.112 6.141  0.1267
H 2.240 1.426 0.370  0.1265
H -0.053 -4.698 0.021  0.1228
C -1.754 -0.501 -2.221  -0.5274
C -5.093 -0.212 3.067  -0.0529
C 4.160 3.636 -0.333  -0.1833
H -0.828 -0.978 -4.874  0.1096
C 5.412 7.143 -0.544  -0.5592
H -5.589 -4.878 1.842  0.1232
H -8.283 4.091 -0.246  0.1111
C -6.684 3.388 -3.068  -0.0924
N 1.872 -2.422 -6.017  0.1273
O -6.253 -5.219 4.939  0.0332
H -5.959 -7.261 4.898  0.1278
H -0.601 -3.817 -1.407  0.0918
C -5.523 -4.603 3.979  -0.4766
C 1.967 0.752 -4.963  -0.6986
C 2.661 -1.762 2.736  -0.2377
S -4.650 -0.821 -3.194  0.7309
H 7.281 -0.486 -4.069  0.1310
C -6.230 1.657 -1.461  -0.2111
H 2.617 2.884 -1.663  0.1159
C -2.489 5.781 2.420  -0.0757
C -5.445 -5.469 2.742  -0.0875
H 4.784 1.203 -0.695  0.1301
C 4.203 1.391 -1.600  -0.0747
H -7.993 4.998 -2.488  0.1065
N 2.772 1.102 -3.964  0.1657
O -3.418 -6.434 0.855  0.1253
C 6.668 0.273 -4.561  -0.1757
H -1.643 6.149 2.994  0.1258
H 4.745 -6.039 7.302  0.1281
C -7.660 3.530 -0.940  -0.0856
C -7.500 4.077 -2.198  -0.0931
H -6.320 -1.648 0.290  0.1239
H -4.984 -0.407 4.129  0.1165
O -4.246 4.312 2.967  0.0134
H -6.573 3.812 -4.065  0.1095
H 4.255 -0.658 1.197  0.1276
C -2.712 -5.546 0.483  -0.4662
H -3.876 7.443 2.005  0.1179
O 8.374 3.250 -4.549  0.1405
C 5.071 -5.395 6.489  -0.0720
H 3.776 5.520 -1.455  0.1116
C 6.955 0.400 -6.036  -0.1603
C 0.656 -2.219 -5.749  -0.2070
O 3.019 -0.388 2.810  -0.1370
C 0.637 -1.407 -2.431  -0.0825
H 5.901 -3.073 5.056  0.1268
O 2.748 -0.374 -0.671  -0.0614
H -7.233 1.975 0.411  0.1241
H 7.165 -0.553 -6.517  0.1204
S -2.856 0.617 -1.304  0.9619
C -6.062 2.214 -2.719  -0.0499
H 0.828 -2.473 3.722  0.0817
H -0.422 -1.137 -0.565  0.1005
O -2.589 -4.376 1.157  0.0438
H -1.586 -0.017 -3.189  0.0548
C 1.113 -1.991 2.785  -0.0445
O -2.167 3.477 3.119  0.1147
H -4.406 2.139 0.708  0.1141
N 6.580 7.520 -0.880  0.1204
C -6.586 -6.456 2.968  -0.1468
H 9.083 0.866 -5.994  0.1345
H 3.056 -2.292 3.608  0.0968
H -3.747 6.971 3.698  0.1212
H 4.105 7.960 -1.787  0.0878
H -5.453 1.755 -3.490  0.0776
C -5.847 -0.896 0.922  -0.0170
C -0.937 -4.338 -0.508  -0.1491
C 3.913 -5.054 5.574  -0.4837
H 3.504 7.727 -0.289  0.0722
N 1.137 -0.192 -4.512  -0.0504

largest force on an atom of number 1 (C49H67F5O17S2)?
0.11819 hartree/bohr

The lowest energy belongs to which entry?
C49H71BrN9O12S2